51
Properties=species:S:1:pos:R:3:forces:R:3 method="wB97M-V/def2-TZVPD" e_above_lowest_kcal_mol=0.0 homo_energy_ev=-8.47 lumo_ev=-0.03 e_tot_ev=-44616.38580 gap_ha=0.310
K 0.50484 0.70274 0.02367 -0.0590 -0.0930 -0.2905
O 1.55541 -2.46517 -3.31618 0.1350 0.3568 0.3382
C 0.93021 -1.27409 -3.03317 -0.8518 1.2990 0.4545
O 1.58139 -0.43314 -2.34634 0.1568 -0.7649 0.1203
O -0.24961 -1.11366 -3.43053 0.7113 -0.6766 -0.1229
H 2.35583 -2.37128 -2.77276 -0.0415 -0.2482 -0.4637
C -0.48384 0.20851 4.99678 -0.2336 -0.5663 0.6923
C -0.61009 0.04224 3.49555 -0.1346 -0.7790 0.8211
O -0.41916 1.26137 2.80755 -0.0747 -0.0867 -0.4339
H -0.74830 -0.72299 5.51596 0.2606 -0.1274 -0.2994
H -1.19806 0.90254 5.44768 0.1794 0.3968 -0.3862
H 0.53593 0.45470 5.28917 -0.0649 0.2420 0.0083
H -1.55996 -0.46520 3.28030 -0.1397 0.5366 -0.2340
H 0.13430 -0.68750 3.16436 0.2075 0.3897 -0.1784
H -1.23934 1.76367 2.85156 0.0484 -0.0132 -0.0285
C 2.74035 -2.87757 2.24367 0.5632 0.6152 -0.4447
C 3.54505 -1.69827 1.69716 0.5253 -0.3579 0.3650
O 2.85517 -0.98341 0.68203 0.0845 0.0628 0.1074
H 1.77759 -2.50372 2.58767 -0.0623 -0.1953 0.1380
H 3.32609 -3.30325 3.05802 -0.2653 -0.1945 0.1308
H 2.59145 -3.62210 1.46322 -0.1134 -0.0863 0.0679
H 4.52479 -2.01836 1.32660 -0.1446 -0.2682 -0.1851
H 3.83446 -1.04471 2.52559 -0.4945 0.3600 -0.0974
H 3.22618 -1.26776 -0.15991 -0.3247 0.2520 -0.1677
C 0.42716 4.12039 -1.66172 -0.2980 0.5352 0.0347
C -0.34452 4.50831 -0.39966 0.4908 -0.5064 -0.5656
O 0.01250 3.54353 0.60391 -0.2286 -0.0987 0.0389
H 0.05104 3.17773 -2.05980 0.1926 -0.1977 0.2110
H 1.49467 4.07906 -1.45466 0.0347 -0.1640 -0.0372
H 0.26870 4.84718 -2.46311 -0.0071 0.1166 0.1533
H -1.40863 4.45656 -0.64860 -0.0738 0.0973 0.3761
H -0.08317 5.49763 -0.02039 -0.0604 0.1078 -0.2673
H -0.10328 3.94138 1.47068 -0.0042 -0.0779 0.0090
C -0.15254 -3.18836 -0.59098 0.1811 -0.7552 0.4520
C -1.33736 -2.28176 -0.35869 0.2021 -0.0635 0.1042
O -1.18603 -1.47297 0.82390 0.1202 0.2660 -0.1322
H 0.83206 -2.73442 -0.70015 -0.2634 0.4907 -0.1432
H -0.34381 -3.81388 -1.46470 0.0857 0.0843 -0.0391
H -0.05533 -3.85426 0.27716 -0.0665 -0.0687 -0.1006
H -2.20513 -2.93317 -0.21958 -0.1702 0.2511 -0.2662
H -1.48905 -1.59861 -1.19481 -0.1161 -0.0672 0.0621
H -1.53111 -1.95579 1.57650 0.0531 -0.0908 0.0133
C -3.29855 0.69882 -3.52909 0.6443 0.4079 -0.3739
C -2.12850 1.59288 -3.07750 -0.1335 -1.0303 -0.2727
O -1.30979 0.90004 -2.14655 -0.1280 0.5370 0.4210
H -2.95793 -0.16914 -4.09577 0.2113 0.0095 0.1224
H -3.93056 1.27930 -4.20902 -0.3009 -0.1168 0.2960
H -3.81325 0.33800 -2.64083 -0.3170 0.1358 -0.0801
H -2.56392 2.49038 -2.63251 0.3302 0.0441 0.2539
H -1.49542 1.87858 -3.92678 -0.2683 0.1605 -0.0804
H -0.85897 0.16896 -2.65487 0.0228 -0.0603 -0.1008

56
Properties=species:S:1:pos:R:3:forces:R:3 method="wB97M-V/def2-TZVPD" homo_energy_ev=-8.05 lumo_ev=0.28 e_tot_ev=-95915.93120 gap_ha=0.306
Zn 0.07099 -1.45738 1.46950 0.2405 0.0052 -0.0158
C -5.56595 2.41936 -1.24372 0.0314 0.0160 -0.0183
C -5.56983 1.54354 -0.16625 0.0683 -0.0182 0.0300
C -4.37794 0.98144 0.27275 -0.0110 -0.0042 -0.0277
C -3.17183 1.27630 -0.36521 0.0566 -0.1315 -0.0119
C -3.17712 2.16146 -1.44059 -0.0835 0.0364 -0.0101
C -4.36927 2.72915 -1.87670 0.0372 -0.0121 0.0372
P -1.66800 0.40216 0.23039 0.0657 0.0666 -0.1038
C -0.30713 1.40693 -0.47643 -0.1733 0.1136 -0.0293
C 0.42033 1.05029 -1.60555 -0.0155 -0.0604 -0.0210
C 1.45057 1.86369 -2.06245 0.0024 -0.0028 -0.0016
C 1.76028 3.04037 -1.39631 -0.0223 0.0121 0.0278
C 1.03917 3.40488 -0.26375 -0.0365 -0.0663 0.0422
C 0.01725 2.58605 0.19804 0.0892 0.0427 -0.0811
C -1.62050 -1.15030 -0.73269 -0.1052 -0.2761 0.0680
C -2.25354 -1.35932 -1.95761 0.0567 -0.0007 -0.0057
C -2.16830 -2.60291 -2.56951 0.0087 -0.0110 -0.0107
C -1.45068 -3.62710 -1.96223 -0.0071 -0.0005 0.0287
C -0.81716 -3.41551 -0.74158 -0.0125 0.0696 0.0049
C -0.90007 -2.18330 -0.08960 -0.2410 0.2394 -0.0352
H -6.49289 2.86472 -1.58664 0.0477 -0.0277 0.0166
H -6.50023 1.30355 0.33526 0.0522 -0.0004 -0.0142
H -4.37824 0.29963 1.11691 -0.0165 0.0223 -0.0243
H -2.24929 2.41117 -1.94024 0.0164 -0.0130 -0.0027
H -4.36209 3.41480 -2.71559 0.0060 -0.0175 0.0231
H 0.19029 0.12221 -2.11855 0.0288 0.0758 0.0036
H 2.01455 1.57473 -2.94242 -0.0301 0.0081 0.0443
H 2.56524 3.67163 -1.75433 -0.0335 -0.0209 0.0139
H 1.28211 4.32121 0.26391 -0.0273 -0.0631 -0.0354
H -0.53693 2.85990 1.09111 0.0397 0.0000 -0.0320
H -2.81112 -0.56084 -2.43851 0.0167 -0.0220 0.0695
H -2.66228 -2.77489 -3.51960 0.0267 0.0131 0.0519
H -1.39155 -4.60035 -2.43955 -0.0032 0.0704 0.0250
H -0.26503 -4.23547 -0.29109 -0.0254 0.0525 -0.0327
C 3.60503 -3.01891 1.08704 -0.0094 -0.1768 0.1048
Si 3.15358 -1.33917 0.38763 0.0028 -0.0833 -0.2279
C 2.90800 -1.53576 -1.46019 -0.0342 0.0803 -0.1888
C 4.58713 -0.17239 0.68442 0.1216 0.1722 0.0342
O 1.81838 -0.75146 1.09965 0.1911 -0.0943 0.0628
H 4.55642 -3.38357 0.67889 -0.1463 0.0401 0.0585
H 2.83075 -3.75951 0.84287 0.1291 0.0905 0.0497
H 3.69857 -2.97713 2.17967 -0.0023 -0.0311 -0.1389
H 3.65090 -2.20339 -1.91505 -0.1004 0.0907 0.0958
H 2.97701 -0.56222 -1.96425 -0.0469 -0.2033 0.0785
H 1.90958 -1.94798 -1.65648 0.1347 0.0303 -0.0193
H 5.48175 -0.50205 0.13932 -0.1343 0.0678 0.1033
H 4.84395 -0.11842 1.75044 -0.0114 0.0132 -0.1476
H 4.33396 0.83987 0.33987 0.0589 -0.1643 0.0594
N 1.56874 0.65759 3.24586 -0.1531 0.0684 0.7644
C 0.70959 -0.09353 3.95169 0.1757 0.1337 -0.0325
N 0.55371 0.15169 5.27581 -0.0140 0.0130 -0.1473
O 0.02354 -1.01041 3.43371 -0.0079 -0.0578 -0.0803
H 2.16711 1.31102 3.71900 -0.0474 0.0175 0.1038
H 1.88555 0.24244 2.35338 -0.1122 -0.0977 -0.5008
H 1.10019 0.83610 5.76172 0.0114 0.0127 0.0002
H -0.10724 -0.40466 5.78385 -0.0522 -0.0167 -0.0052

12
Properties=species:S:1:pos:R:3:forces:R:3 method="wB97M-V/def2-TZVPD" total_charge=-1 e_above_lowest_kcal_mol=69.6 multiplicity=4 homo_energy_ev="-3.11 / -3.61" lumo_ev="3.34 / 2.05" e_tot_ev=-14605.19555 gap_ha="0.237 / 0.208"
O 0.17647 0.08008 -2.48875 0.0803 5.9133 2.5682
O -1.40737 0.99661 -0.07522 0.5115 -0.8724 0.3453
C -0.83350 0.64484 1.11607 -1.3666 0.1028 -0.5921
C 0.64046 0.26074 0.94586 0.5884 -0.4952 -0.1069
O 0.98612 0.40704 -0.44008 -0.1509 -0.2371 -0.1891
C 0.27190 -0.35513 -1.28781 2.7632 6.1283 4.2075
H -0.88142 1.45272 1.88651 -0.0598 -0.1878 -0.0692
H -1.30285 -0.27510 1.54962 -0.1512 0.3337 0.2656
H 0.78582 -0.79884 1.20911 0.2128 0.3453 0.1439
H 1.29695 0.91319 1.53972 0.0988 -0.2890 -0.5178
O 0.25706 -1.62578 -1.09788 -0.1088 0.3747 7.8952
Pt 0.01037 -1.70037 -2.85714 -2.4178 -11.1168 -13.9507

15
Properties=species:S:1:pos:R:3:forces:R:3 method="wB97M-V/def2-TZVPD" e_above_lowest_kcal_mol=58.6 homo_energy_ev=-9.63 lumo_ev=0.76 e_tot_ev=-8859.08470 smiles=c1ccncc1.C#C gap_ha=0.382
C 0.58294 1.19328 -0.23546 3.3335 1.3461 1.4914
C 2.04366 1.17323 0.02605 -1.5027 -1.1436 -0.8376
C 2.74050 -0.06512 0.12826 -3.1069 1.1275 -0.3601
C 1.96304 -1.21896 -0.04368 -0.6231 0.6987 0.2357
C 0.56086 -1.09949 -0.24472 1.0814 0.0448 1.1789
C -4.77432 -0.08843 0.00535 1.1934 0.9296 1.0533
C -3.54981 0.13037 0.02891 -3.0822 -1.6232 0.1421
H 0.18931 2.30288 -0.24765 -0.0744 -2.7210 -0.1211
H 2.55062 2.12783 0.11027 0.0075 -0.1121 0.0360
H 3.75059 -0.16915 0.41281 1.0455 0.2449 0.1044
H 2.46829 -2.16624 0.15032 -0.5484 -0.0180 -0.4486
H -0.02880 -2.01674 -0.21958 -0.0321 0.3086 -0.2386
H -5.90745 -0.14060 0.23967 2.7511 0.1269 -0.8749
H -2.46496 -0.02909 0.11368 -0.8174 0.6030 -0.3657
N -0.12447 0.06625 -0.22422 0.3748 0.1878 -0.9952